This record from OMol25 describes a 2-piece molecular cluster, C4H13N3O overall. The level of theory is the ωB97M-V functional and the def2-TZVPD basis.

Output
energy	-399.0723	hartree
charge	+2

The geometry in XYZ format:
```
21
Properties=species:S:1:pos:R:3:forces:R:3:nbo_charge:R:1
C 2.373899 0.206763 0.584477 1.7 -0.4 -1.0 0.3971
C -1.182839 0.361704 -2.106703 2.0 0.1 1.5 -0.6868
C -0.926223 -0.306798 0.461858 -0.2 -0.9 -0.3 -0.2495
C -1.625847 0.103762 -0.662479 1.3 0.2 1.5 0.3976
N 3.452055 -0.232670 1.213554 -1.9 1.3 -0.2 -0.6726
N 1.907021 -0.196633 -0.590380 3.4 -1.9 1.9 -0.7009
N -1.760021 -0.360123 1.749745 -1.8 -1.4 -4.3 -0.7240
O -2.890114 0.474934 -0.349594 0.5 -0.5 0.4 -0.6880
H -0.901613 1.431525 -2.203773 -0.8 -0.3 0.0 0.2719
H -0.214155 -0.134978 -2.450462 -1.7 0.0 0.5 0.2417
H 1.933748 1.070623 1.020171 -0.8 0.4 0.4 0.2319
H 0.046947 -0.851081 0.572089 -1.5 0.8 -0.5 0.2335
H -2.041428 0.091128 -2.672380 -0.3 -0.1 -1.2 0.2669
H 3.752666 0.297334 2.014513 0.1 0.0 0.3 0.4459
H 4.133532 -0.812067 0.810551 0.9 -1.2 -0.7 0.4370
H 1.137457 0.224909 -0.958751 -2.3 1.5 -1.1 0.4183
H 2.304758 -0.987211 -1.109103 -0.1 0.5 0.3 0.4444
H -2.084118 -1.323382 1.954144 1.1 0.3 0.6 0.4542
H -2.686208 -0.036262 1.285616 1.1 0.9 1.7 0.4870
H -1.298834 0.135448 2.478006 -0.4 0.6 1.1 0.4534
H -3.430680 0.843065 -1.041101 -0.3 0.3 -0.8 0.5411
```
Positions in Å, forces in eV/Å.

---

This record from OMol25 describes a 2-piece molecular cluster, C3H8N3O overall. The level of theory is the ωB97M-V functional and the def2-TZVPD basis.

Output
energy	-358.2478	hartree
charge	+1

The geometry in XYZ format:
```
15
Properties=species:S:1:pos:R:3:forces:R:3:nbo_charge:R:1
C -0.589826 1.986527 1.573924 -2.4 1.5 2.0 0.7720
C 1.371518 -2.106792 -0.836954 2.9 -0.3 0.8 -0.0477
C -0.641823 -0.808883 -1.162681 0.0 0.2 1.5 -0.4251
N -1.234541 2.233236 2.534300 4.9 -0.3 -3.8 -0.5189
N 0.555310 -1.228400 -0.438686 -0.1 -0.8 -1.3 0.1028
N 0.096548 1.858315 0.540159 1.1 -0.1 -1.8 -0.8266
O 0.815236 -0.552885 0.605541 0.1 1.9 1.6 -0.5618
H 2.377641 -2.205097 -0.333285 -1.6 0.3 -0.1 0.2352
H 1.319723 -2.658062 -1.723538 -1.0 -0.6 -1.2 0.2155
H -0.789520 -1.360196 -2.020089 -0.2 -1.5 -1.8 0.2315
H -1.510496 -0.865081 -0.510525 0.1 0.1 0.1 0.2376
H -0.426105 0.187164 -1.454760 -0.2 1.0 -0.3 0.2107
H -1.996328 2.160010 3.074152 -3.2 -0.4 2.2 0.4510
H 0.551131 0.802121 0.387950 -0.1 -0.3 0.6 0.4597
H 0.101532 2.558023 -0.235508 -0.1 -0.6 1.3 0.4642
```
Positions in Å, forces in eV/Å.

---

This record from OMol25 describes an isolated ion of composition C6H13N2 and charge +1. The level of theory is the ωB97M-V functional and the def2-TZVPD basis.

Output
energy	-345.5230	hartree
SMILES	C/C=C/N1C[N+]1(C)C
charge	+1

The geometry in XYZ format:
```
21
Properties=species:S:1:pos:R:3:forces:R:3:nbo_charge:R:1
C 0.969327 0.567397 0.347985 1.2 -2.3 -0.3 -0.1738
C -1.110517 0.252255 1.524079 -1.6 -1.2 2.1 -0.0328
C 2.079016 0.046429 -0.182102 0.1 -0.1 -0.1 -0.0212
C 3.164450 0.969582 -0.685703 -0.8 -3.1 0.7 -0.6451
C -1.605565 -1.746410 0.134524 -0.3 -3.6 -1.4 -0.4356
C -1.678293 0.363548 -0.922307 -2.2 5.7 0.3 -0.4404
N 0.041376 -0.269504 0.950438 0.6 0.1 -0.7 -0.1860
N -1.292414 -0.364466 0.204790 0.1 -2.7 2.2 -0.1276
H 0.725447 1.560601 0.396877 0.0 2.6 -0.1 0.1923
H -1.410095 -0.178850 2.525192 -0.1 -0.4 -1.6 0.2389
H -1.525552 1.218845 1.519968 0.6 1.9 -0.4 0.2146
H 2.310496 -1.056097 -0.228638 -0.7 1.2 0.3 0.2311
H 2.991365 1.878405 -0.213865 0.4 1.8 0.7 0.2223
H 3.021053 1.059119 -1.736883 0.6 0.0 -1.0 0.2419
H 4.037221 0.386697 -0.350639 0.4 1.1 -0.7 0.2437
H -1.142452 -2.336015 -0.723062 0.2 1.3 1.0 0.2426
H -1.431977 -2.287570 1.032924 0.9 0.0 0.9 0.2467
H -2.620888 -2.027774 -0.017355 -1.4 1.0 -0.3 0.2395
H -0.891268 1.008368 -1.320926 0.2 -0.3 0.1 0.2529
H -2.091757 -0.205456 -1.699097 -0.4 -1.1 -0.8 0.2566
H -2.538972 1.160894 -0.556201 2.0 -2.0 -1.1 0.2395
```
Positions in Å, forces in eV/Å.

---

One value per record, in order, for energy above the lowest of the compared OMol25 structures with the same formula, charge and spin: 28.7, 390.4, 454.1 kJ/mol.
One value per record, in order, for lowest unoccupied orbital energy: -0.2660, -0.1267, -0.1159 Eh.